Entry 1:
Formula: C21H52ClIO8S
Source: the Open Molecules 2025 dataset
Level of theory: ωB97M-V with the def2-TZVPD basis set

The geometry in XYZ format:
```
84
Properties=species:S:1:pos:R:3:lowdin_charge:R:1
C 0.31 2.20 1.84 -0.0827
C 0.00 0.72 2.06 -0.2570
C 0.78 -0.19 1.16 -0.7444
Cl 2.37 -0.61 1.92 0.6220
O 0.99 0.44 -0.08 -0.3416
S 1.71 -0.57 -1.18 0.9223
O 0.73 -1.58 -1.48 -0.3777
O 1.79 0.54 -2.37 -0.3237
C 1.94 -0.04 -3.67 -0.3013
C 3.38 -0.22 -4.07 -0.2841
C 4.24 1.03 -3.99 -0.6329
I 3.37 2.78 -4.86 0.8235
H 1.38 2.35 1.90 0.0662
H -0.14 2.80 2.62 0.0601
H -0.07 2.51 0.88 0.0748
H 0.27 0.48 3.08 0.0900
H -1.07 0.55 1.99 0.1162
H 0.22 -1.11 1.02 0.0996
H 1.42 -0.99 -3.77 0.1111
H 1.46 0.64 -4.36 0.0674
H 3.89 -1.00 -3.51 0.1179
H 3.37 -0.55 -5.11 0.1163
H 5.15 0.85 -4.55 0.0350
H 4.56 1.22 -2.97 0.0469
C -0.52 -6.53 -1.78 -0.0626
C 0.97 -6.36 -1.53 -0.4954
C 1.25 -5.13 -0.68 -0.0615
O 1.66 -6.25 -2.78 -0.0594
H -0.92 -5.67 -2.31 0.0833
H -0.71 -7.41 -2.39 0.0813
H -1.07 -6.64 -0.84 0.0605
H 1.36 -7.25 -1.04 0.1357
H 0.91 -4.22 -1.18 0.0600
H 2.32 -5.02 -0.52 0.0797
H 0.76 -5.20 0.29 0.0803
H 1.32 -5.47 -3.23 0.0825
C -2.22 3.54 5.63 -0.0608
C -1.80 2.10 5.91 -0.5015
C -2.04 1.72 7.36 -0.0649
O -0.42 1.93 5.58 -0.0589
H -1.64 4.23 6.24 0.0821
H -2.04 3.79 4.58 0.0727
H -3.28 3.68 5.85 0.0789
H -2.35 1.42 5.26 0.1358
H -1.45 2.37 8.02 0.0808
H -1.72 0.70 7.54 0.0785
H -3.09 1.82 7.63 0.0788
H 0.10 2.52 6.14 0.0889
C -4.25 -6.71 1.95 -0.0643
C -4.18 -6.51 0.44 -0.4995
C -5.57 -6.56 -0.18 -0.0645
O -3.35 -7.51 -0.15 -0.0644
H -4.67 -7.69 2.19 0.0804
H -3.24 -6.67 2.38 0.0785
H -4.86 -5.94 2.43 0.0791
H -3.72 -5.55 0.22 0.1373
H -6.04 -7.54 0.00 0.0804
H -5.51 -6.42 -1.26 0.0791
H -6.22 -5.79 0.24 0.0791
H -3.74 -8.37 0.04 0.0893
C -1.53 4.75 -7.15 -0.0645
C -0.90 3.36 -7.23 -0.4993
C -0.93 2.66 -5.88 -0.0671
O 0.45 3.46 -7.70 -0.0681
H -0.97 5.38 -6.44 0.0807
H -1.49 5.24 -8.12 0.0785
H -2.56 4.69 -6.82 0.0788
H -1.43 2.76 -7.96 0.1372
H -0.36 3.22 -5.14 0.0733
H -0.47 1.67 -5.95 0.0718
H -1.95 2.54 -5.51 0.0802
H 0.94 3.99 -7.06 0.0618
C 3.58 6.27 4.59 -0.0657
C 3.14 5.06 3.77 -0.5000
C 3.61 5.16 2.33 -0.0596
O 1.72 4.93 3.82 -0.0623
H 3.14 7.19 4.17 0.0803
H 3.23 6.18 5.62 0.0771
H 4.66 6.38 4.59 0.0793
H 3.55 4.15 4.22 0.1377
H 3.18 6.04 1.85 0.0822
H 3.29 4.29 1.76 0.0713
H 4.70 5.24 2.27 0.0802
H 1.34 5.72 3.42 0.0871
```

Output
Kohn-Sham gap = 0.36654 hartree
E_HOMO = -9.6 eV
molar mass = 627.06 g/mol
lowest unoccupied orbital energy = 0.3957 eV
E = -70457.692 eV

---

Entry 2:
Formula: C2H4N2
Source: the Open Molecules 2025 dataset
Level of theory: ωB97M-V with the def2-TZVPD basis set

The geometry in XYZ format:
```
8
Properties=species:S:1:pos:R:3:lowdin_charge:R:1
C 0.55 0.72 -0.47 -0.1370
C -0.34 3.89 -0.59 -0.0866
N -0.36 0.50 -1.15 0.0618
N 0.57 3.47 -1.01 0.0455
H 1.48 0.85 -0.03 -0.0409
H 2.31 2.56 0.39 0.0263
H -1.16 4.34 -0.02 0.0789
H 2.82 2.34 -0.16 0.0520
```

Output
Kohn-Sham gap = 0.47711 hartree
E_HOMO = -12.0 eV
molar mass = 56.07 g/mol
lowest unoccupied orbital energy = 1.0190 eV
relative energy (zero: lowest compared OMol25 entry of this formula, charge and spin) = 68.60 kcal/mol
E = -5115.985 eV